{"formula": "C23H24N6O2S2", "method": "ωB97M-V with the def2-TZVPD basis set", "energy_ev": -58947.4955, "max_force_ha_per_bohr": 0.022, "e_above_lowest_kj_mol": 45.1, "orbital_gap_ev": 8.97, "homo_energy_ha": -0.308, "lumo_ev": 0.59, "smiles": "Cc1cccc(NC(=O)CSc2nnc(CSc3nc(C)cc(C)n3)n2Cc2ccco2)c1", "charge": 0, "symbols": ["C", "C", "C", "C", "C", "C", "C", "H", "H", "H", "N", "C", "O", "C", "H", "H", "S", "C", "N", "N", "C", "N", "C", "C", "C", "C", "C", "O", "H", "H", "H", "H", "H", "C", "H", "H", "S", "C", "N", "C", "C", "C", "N", "C", "H", "H", "H", "H", "C", "H", "H", "H", "H", "H", "H", "H", "H"], "xyz": [[5.53513, 0.03575, 3.66061], [4.67974, -0.63158, 2.62688], [4.11126, 0.11102, 1.60174], [3.32364, -0.50630, 0.63555], [3.10573, -1.88155, 0.69689], [3.68343, -2.62176, 1.70975], [4.46255, -2.00371, 2.67276], [4.90849, -2.58869, 3.46420], [3.52771, -3.68977, 1.74873], [2.48362, -2.35444, -0.04869], [2.73337, 0.18360, -0.42683], [2.79521, 1.50053, -0.71816], [3.36615, 2.35434, -0.07288], [2.05981, 1.84547, -2.01317], [2.10540, 1.03989, -2.74380], [2.47745, 2.76571, -2.42072], [0.30056, 2.23168, -1.73171], [-0.33956, 0.63686, -1.50545], [0.32635, -0.49123, -1.52609], [-0.54423, -1.48195, -1.26257], [-1.72505, -0.95431, -1.10364], [-1.65430, 0.40577, -1.24756], [-2.72140, 1.37763, -1.18469], [-3.39071, 1.50305, -2.51316], [-3.16715, 2.34898, -3.55907], [-4.07328, 1.96412, -4.57745], [-4.77165, 0.91068, -4.07681], [-4.36451, 0.62011, -2.83068], [-5.55357, 0.30531, -4.48998], [-4.18422, 2.41186, -5.54313], [-2.45152, 3.14448, -3.59328], [-2.28505, 2.33596, -0.89551], [-3.43360, 1.04883, -0.42218], [-2.93949, -1.69205, -0.72198], [-2.71950, -2.75675, -0.67326], [-3.77362, -1.49364, -1.39376], [-3.49983, -1.12247, 0.94287], [-1.85753, -0.96629, 1.64161], [-1.30211, -2.07195, 2.06716], [-0.06323, -1.97581, 2.54934], [0.58176, -0.74536, 2.59354], [-0.10408, 0.36792, 2.11460], [-1.34000, 0.24320, 1.63384], [0.48564, 1.73621, 2.12749], [-0.11719, 2.40807, 1.52280], [1.50888, 1.72279, 1.75995], [0.50499, 2.11108, 3.15037], [1.58246, -0.65236, 2.98266], [0.56630, -3.23982, 3.02134], [1.46898, -3.03668, 3.58962], [-0.14444, -3.79912, 3.62522], [0.81773, -3.85288, 2.15736], [2.07829, -0.37380, -0.98619], [4.28370, 1.17360, 1.54750], [5.30003, -0.33625, 4.65627], [6.58641, -0.17664, 3.46598], [5.39671, 1.11352, 3.64252]], "atomic_forces_ev_per_a": [[0.055, -0.021, -0.025], [-0.124, -0.166, -0.018], [0.030, 0.153, 0.023], [0.187, 0.008, 0.166], [0.020, 0.055, -0.030], [0.007, 0.017, -0.052], [0.023, 0.019, 0.084], [0.049, -0.070, 0.089], [-0.039, -0.090, -0.004], [-0.083, -0.079, -0.107], [0.061, -0.385, -0.034], [-0.140, -0.043, -0.383], [0.140, 0.269, 0.140], [-0.327, -0.035, 0.133], [0.066, 0.043, -0.044], [0.001, -0.105, 0.055], [0.177, 0.438, -0.073], [-0.094, -0.158, -0.037], [0.250, 0.727, -0.263], [-0.644, -0.907, 0.164], [0.106, 0.092, -0.318], [0.745, -0.482, -0.081], [-0.481, 0.061, -0.335], [0.509, 0.862, -0.162], [-0.094, -0.335, 0.623], [-0.357, -0.451, 0.043], [0.054, 0.469, -0.808], [-0.017, -0.277, 0.523], [-0.111, -0.133, 0.032], [-0.092, 0.039, -0.225], [0.185, 0.165, 0.057], [-0.149, -0.093, 0.049], [0.204, 0.174, -0.008], [-0.290, -0.023, 0.519], [0.032, 0.082, -0.142], [0.007, -0.081, -0.034], [-0.127, -0.153, -0.110], [-0.540, -0.121, -0.062], [-0.019, -0.556, 0.130], [0.183, 0.383, 0.065], [-0.252, -0.049, -0.078], [0.166, -0.264, 0.118], [-0.029, 0.556, 0.021], [0.055, 0.028, 0.059], [0.017, 0.019, -0.030], [0.123, 0.061, -0.024], [0.035, 0.077, 0.077], [0.180, -0.009, 0.043], [0.048, 0.012, 0.061], [0.083, -0.063, 0.029], [-0.025, -0.030, 0.043], [0.057, -0.076, -0.051], [0.070, 0.270, 0.027], [-0.017, 0.045, -0.007], [0.017, 0.022, 0.076], [0.085, 0.037, 0.047], [0.022, 0.074, 0.048]], "mulliken_charge": [-1.77, 0.85, -0.23, 0.22, -0.68, -0.72, -0.64, 0.42, 0.50, 0.45, 0.08, 0.55, -0.65, -0.96, 0.39, 0.48, -0.12, 0.18, -0.25, -0.91, 0.51, 0.68, -1.12, 0.39, -0.51, -0.50, -0.51, -0.27, 0.46, 0.43, 0.49, 0.67, 0.35, -0.94, 0.49, 0.34, -0.26, 0.29, -0.54, 0.80, -0.56, 0.66, -0.38, -1.17, 0.25, 0.24, 0.38, 0.58, -1.37, 0.34, 0.48, 0.24, 0.24, 0.52, 0.38, 0.35, 0.36]}

{"formula": "CH6N2O2S", "method": "ωB97M-V with the def2-TZVPD basis set", "energy_ev": -19039.5404, "max_force_ha_per_bohr": 0.071, "e_above_lowest_kj_mol": 420.4, "orbital_gap_ev": 9.54, "homo_energy_ha": -0.315, "lumo_ev": 0.95, "smiles": "CNSOON", "charge": 0, "symbols": ["C", "N", "N", "O", "O", "S", "H", "H", "H", "H", "H", "H"], "xyz": [[2.49291, 0.04589, -0.11365], [-3.28324, -0.50163, 0.14289], [1.23953, 0.51171, 0.48833], [-2.03449, -0.43976, 0.56916], [-1.08768, -0.18615, -0.58594], [-0.06209, 1.07379, -0.35589], [2.36810, -0.12289, -1.26264], [3.35145, 0.72289, -0.06370], [2.66413, -0.90630, 0.30230], [-3.43393, -1.41766, -0.33997], [-3.72366, 0.38019, -0.14299], [1.50897, 0.83991, 1.36210]], "atomic_forces_ev_per_a": [[-0.972, 0.067, -3.494], [-0.363, -1.460, -0.236], [0.643, -0.271, -2.089], [0.150, 0.666, 0.989], [0.725, 0.158, -0.603], [-0.064, -0.235, 0.438], [-0.083, 0.255, 2.006], [-0.250, 0.043, 0.560], [0.869, -1.126, 0.477], [-0.309, 1.702, 0.154], [0.480, -0.735, -0.226], [-0.826, 0.935, 2.025]], "mulliken_charge": [-0.72, -0.32, -0.25, -0.15, -0.22, 0.10, 0.25, 0.29, 0.28, 0.26, 0.24, 0.24]}

{"formula": "C6H10", "method": "ωB97M-V with the def2-TZVPD basis set", "energy_ev": -6379.6560, "max_force_ha_per_bohr": 0.079, "e_above_lowest_kj_mol": 405.6, "orbital_gap_ev": 7.04, "homo_energy_ha": -0.266, "lumo_ev": -0.19, "smiles": "C=C(C)/C=C/C", "charge": 0, "symbols": ["C", "C", "C", "C", "C", "C", "H", "H", "H", "H", "H", "H", "H", "H", "H", "H"], "xyz": [[-1.95592, 1.33293, -0.12684], [-0.47597, 0.90367, -0.15302], [0.46041, 1.70775, 0.60889], [1.29509, -2.26340, 0.22100], [1.01686, -0.91629, -0.50399], [-0.18862, -0.33827, -0.69788], [-2.02624, 2.29358, -0.43124], [-2.68777, 0.82882, -0.82512], [-2.30676, 1.36994, 0.90091], [0.37604, 2.75183, 0.65731], [1.27824, 1.38236, 1.19237], [2.12732, -2.19850, 1.07446], [1.66505, -3.08930, -0.53786], [0.41370, -2.68731, 0.80755], [1.89062, -0.30241, -0.75462], [-0.88205, -0.77539, -1.43193]], "atomic_forces_ev_per_a": [[0.192, -2.031, -0.548], [0.905, 3.395, 1.695], [-2.257, -2.588, -2.172], [0.834, -1.666, -0.498], [2.225, -1.122, 1.300], [-0.660, -1.046, -0.944], [-0.062, 3.518, -0.984], [1.045, -0.127, 0.972], [-0.158, -0.565, -0.011], [-0.977, 1.311, 0.275], [0.965, -1.011, -0.112], [-1.539, 0.379, -2.170], [-0.601, 1.386, 1.571], [0.842, 0.735, -1.199], [-0.020, 0.188, 1.239], [-0.734, -0.758, 1.586]], "mulliken_charge": [-1.32, 0.80, -1.05, -0.96, -0.15, -0.54, 0.44, 0.31, 0.30, 0.31, 0.36, 0.27, 0.26, 0.30, 0.45, 0.23]}

What is the charge in the third record? 0

Which formula does entry 3 have? C6H10